One molecule with the formula C2H4N4O at a distorted geometry. Source: the Open Molecules 2025 dataset; level of theory: the ωB97M-V functional and the def2-TZVPD basis.

Cartesian coordinates (Å):
C1 -1.2713 -0.5354 0.1867
N1 0.0065 -0.0608 -0.3668
N2 1.1095 -0.7397 -0.0154
N3 2.0879 0.1894 0.1038
N4 1.6395 1.3594 0.1076
C2 0.1913 1.2030 -0.0730
O1 -0.6049 2.1267 -0.0523
H1 -1.0992 -1.0720 1.2816
H2 -1.9291 0.3143 -0.0019
H3 -1.5299 -1.3713 -0.4696
H4 1.3995 -1.4135 -0.7008

Its calculated total energy is -10143.9466 eV. For the orbital gap, the calculation gives 0.3779 hartree. Its spin multiplicity is 1. The SMILES is Cn1[nH]nnc1=O. The calculation puts the HOMO energy at -10.1 eV. Its relative energy (zero: lowest compared OMol25 entry of this formula, charge and spin) is 73.5 kcal/mol.

Mulliken population analysis, charges in e, atoms 1 to 4: -0.804 0.201 -0.065 -0.282